<P>
{
  "formula": "CH9NO5",
  "method": "wB97M-V/def2-TZVPD",
  "species": ["N", "C", "O", "O", "H", "H", "H", "O", "H", "H", "O", "H", "H", "O", "H", "H"],
  "coordinates": [[0.96781, -0.63629, 1.57135], [1.43644, -0.24030, 0.36606], [2.06770, -0.96802, -0.36434], [0.98421, 0.96502, -0.08519], [0.64376, 0.00882, 2.25704], [0.97403, -1.61661, 1.75189], [0.93940, 1.56755, 0.66531], [-1.77641, -0.37984, -0.62733], [-2.34801, -1.11873, -0.78548], [-1.10920, -0.40024, -1.34722], [0.24639, -0.67268, -2.46950], [1.05665, -0.58070, -1.93208], [0.24221, 0.14072, -3.00249], [-1.13046, 1.28242, 1.53390], [-1.33921, 0.79459, 0.71185], [-1.85532, 1.85431, 1.75622]],
  "smiles": "NC(=O)O.O.O.O",
  "homo_lumo_gap_ha": 0.4037
}

***

<Q>
{
  "formula": "CH9NO5",
  "method": "wB97M-V/def2-TZVPD",
  "species": ["N", "C", "O", "O", "H", "H", "H", "O", "H", "H", "O", "H", "H", "O", "H", "H"],
  "coordinates": [[-0.13851, -2.48499, -0.06883], [0.25546, -2.42466, -1.37082], [0.86844, -3.27469, -1.96858], [-0.02766, -1.21220, -1.92337], [-0.09775, -1.59058, 0.40492], [0.23383, -3.20559, 0.50010], [0.16152, -1.25572, -2.86240], [1.11604, 2.69290, 1.58943], [1.29492, 2.12895, 0.83382], [1.36808, 3.58354, 1.34375], [0.59289, 1.34920, -0.99902], [0.33443, 0.50006, -1.42888], [-0.15852, 1.46137, -0.41874], [-1.96813, 0.94844, 1.86496], [-1.26641, 1.59244, 1.92879], [-2.56863, 1.19153, 2.57487]],
  "smiles": "NC(=O)O.O.O.O",
  "homo_lumo_gap_ha": 0.4141
}

***

Most stable structure: <P>

***

<P>
{
  "formula": "C4H6BrNO2S",
  "method": "wB97M-V/def2-TZVPD",
  "species": ["C", "C", "C", "C", "N", "O", "O", "S", "Br", "H", "H", "H", "H", "H", "H"],
  "coordinates": [[-1.43731, -0.52831, 0.13595], [0.46761, 1.32793, -1.14616], [1.31247, 0.09945, -0.61449], [-1.48462, -1.36462, 1.24086], [-1.54813, 0.03221, -0.91549], [2.10542, 1.63390, 1.43354], [-0.81436, 0.90869, -1.63204], [1.56419, 0.24403, 1.31773], [0.88209, -1.70814, -1.09903], [0.15580, 1.98969, -0.26972], [0.82632, 1.90652, -1.91521], [2.33235, 0.07080, -0.98818], [-0.77682, -2.14377, 0.93573], [-2.55874, -1.68600, 1.42969], [-1.02626, -0.78238, 2.08683]],
  "homo_lumo_gap_ha": [0.1925, 0.3497]
}

***

<Q>
{
  "formula": "C4H6BrNO2S",
  "method": "wB97M-V/def2-TZVPD",
  "species": ["C", "C", "S", "C", "C", "Br", "N", "O", "O", "H", "H", "H", "H", "H", "H"],
  "coordinates": [[-1.50979, 1.20928, -1.65665], [-0.69222, 0.43564, -0.95249], [1.02906, 0.82524, -1.25161], [1.99864, -0.28878, 0.12887], [1.34267, -0.48730, 1.39518], [3.79934, 0.49222, 0.19527], [2.01056, -1.53098, -0.73076], [1.03054, -2.22464, -0.73563], [3.06258, -1.75652, -1.30645], [-2.54591, 1.00177, -1.41099], [-1.12416, 2.07819, -2.15582], [-0.79953, -0.28646, -0.06288], [1.27610, 0.49408, 1.70381], [2.06257, -1.00309, 1.97393], [0.55366, -1.20215, 1.18967]],
  "smiles": "C=CS[C@](C)(Br)[N+](=O)[O-]",
  "homo_lumo_gap_ha": 0.3241
}

***

Most stable structure: <Q>

***

<P>
{
  "formula": "C15H23ClN4O4S",
  "method": "wB97M-V/def2-TZVPD",
  "species": ["C", "O", "C", "C", "O", "N", "C", "C", "C", "O", "N", "C", "O", "C", "C", "C", "C", "Cl", "N", "C", "N", "C", "C", "S", "C", "H", "H", "H", "H", "H", "H", "H", "H", "H", "H", "H", "H", "H", "H", "H", "H", "H", "H", "H", "H", "H", "H", "H"],
  "coordinates": [[-1.03963, -3.57334, -1.41121], [-0.05559, -3.54552, -0.38388], [1.21473, -3.01962, -0.75116], [1.18981, -1.47981, -0.78389], [2.07193, -0.83404, -1.32006], [0.14589, -0.94247, -0.12132], [-0.05152, 0.48144, 0.03568], [-1.54026, 0.79225, 0.07798], [-1.80740, 2.27537, 0.27515], [-1.21211, 2.96645, -0.81014], [-2.16080, 0.01809, 1.14116], [-3.38381, -0.56845, 1.00183], [-4.10959, -0.34908, 0.05460], [-3.76124, -1.52945, 2.12447], [-2.76442, -2.63621, 2.28808], [-1.62899, -2.68583, 3.12181], [-1.06777, -3.90739, 2.83150], [0.32669, -4.66029, 3.46936], [-1.83099, -4.51178, 1.90746], [-1.61751, -5.79330, 1.26680], [-2.87260, -3.73877, 1.55911], [2.18706, -3.48391, 0.33049], [2.35761, -4.98792, 0.15110], [2.26266, -5.30642, -1.64654], [1.76709, -3.60166, -2.04515], [-2.00097, -3.70362, -0.91745], [-1.06082, -2.63573, -1.97447], [-0.86577, -4.40657, -2.09651], [-0.49471, -1.58537, 0.31984], [0.42856, 0.84383, 0.95483], [0.41994, 0.99660, -0.79768], [-2.00534, 0.48057, -0.85893], [-2.88973, 2.42771, 0.30851], [-1.37942, 2.59891, 1.23332], [-1.48941, 3.88594, -0.79022], [-1.60236, -0.22589, 1.94336], [-3.85151, -0.96803, 3.05717], [-4.73580, -1.93894, 1.87173], [-1.28626, -1.97438, 3.85397], [-1.41144, -6.55506, 2.01590], [-2.53327, -6.03728, 0.73727], [-0.78856, -5.72815, 0.56250], [3.13320, -2.96242, 0.18065], [1.80194, -3.23800, 1.32168], [3.31674, -5.33415, 0.53063], [1.56340, -5.53531, 0.65528], [1.03615, -3.61035, -2.85057], [2.61914, -3.00382, -2.35770]],
  "smiles": "CO[C@@]1(C(=O)NC[C@H](CO)NC(=O)Cc2cc(Cl)n(C)n2)CCSC1",
  "homo_lumo_gap_ha": 0.3333
}

***

<Q>
{
  "formula": "C15H23ClN4O4S",
  "method": "wB97M-V/def2-TZVPD",
  "species": ["C", "O", "C", "C", "O", "N", "C", "C", "C", "O", "N", "C", "O", "C", "C", "C", "C", "Cl", "N", "C", "N", "C", "C", "S", "C", "H", "H", "H", "H", "H", "H", "H", "H", "H", "H", "H", "H", "H", "H", "H", "H", "H", "H", "H", "H", "H", "H", "H"],
  "coordinates": [[-1.26192, -1.50746, -0.92452], [-1.14571, -1.22590, 0.46608], [-0.32143, -2.12613, 1.20356], [1.17005, -1.86816, 0.90215], [2.02204, -2.72443, 1.03455], [1.40259, -0.58527, 0.54160], [2.66459, -0.08635, 0.03395], [2.49112, 0.49728, -1.36564], [3.79763, 1.11266, -1.85048], [4.77288, 0.07961, -1.85571], [1.42286, 1.48331, -1.29666], [0.96230, 2.22838, -2.33283], [1.37939, 2.13206, -3.47006], [-0.17395, 3.18884, -1.96574], [-1.03729, 2.70626, -0.84293], [-0.85528, 2.87484, 0.54630], [-1.86623, 2.12302, 1.10033], [-2.26842, 1.84357, 2.73565], [-2.58090, 1.58097, 0.10155], [-3.72487, 0.69643, 0.20021], [-2.07649, 1.92245, -1.09681], [-0.61767, -1.84004, 2.67444], [-2.03563, -2.33388, 2.93721], [-2.26670, -3.81945, 1.89834], [-0.69645, -3.58840, 1.01076], [-1.61651, -0.59672, -1.40415], [-0.29462, -1.77605, -1.36045], [-1.97744, -2.31354, -1.10097], [0.56042, -0.04666, 0.40028], [3.06500, 0.68690, 0.69872], [3.37290, -0.91074, 0.01367], [2.20189, -0.29540, -2.06150], [3.64455, 1.53465, -2.84306], [4.08819, 1.92020, -1.16535], [5.46824, 0.30870, -2.47682], [1.07979, 1.74169, -0.38617], [0.26862, 4.15876, -1.72946], [-0.76923, 3.30916, -2.86852], [-0.12967, 3.47395, 1.07016], [-4.47894, 1.13192, 0.85295], [-4.12638, 0.58875, -0.80260], [-3.41611, -0.27510, 0.58471], [0.10352, -2.39160, 3.28004], [-0.51360, -0.77566, 2.89111], [-2.19151, -2.58791, 3.98331], [-2.76676, -1.58119, 2.64582], [-0.82375, -3.86221, -0.03438], [0.09485, -4.20612, 1.42736]],
  "smiles": "CO[C@@]1(C(=O)NC[C@H](CO)NC(=O)Cc2cc(Cl)n(C)n2)CCSC1",
  "homo_lumo_gap_ha": 0.3342
}

***

Most stable structure: <P>

***

<P>
{
  "formula": "C24H60BaN5O11",
  "method": "wB97M-V/def2-TZVPD",
  "species": ["Ba", "N", "O", "O", "O", "C", "O", "C", "C", "N", "C", "C", "O", "C", "H", "H", "H", "H", "H", "H", "H", "H", "H", "H", "H", "H", "H", "H", "H", "C", "O", "C", "C", "N", "C", "C", "O", "C", "H", "H", "H", "H", "H", "H", "H", "H", "H", "H", "H", "H", "H", "H", "H", "C", "O", "C", "C", "N", "C", "C", "O", "C", "H", "H", "H", "H", "H", "H", "H", "H", "H", "H", "H", "H", "H", "H", "H", "C", "O", "C", "C", "N", "C", "C", "O", "C", "H", "H", "H", "H", "H", "H", "H", "H", "H", "H", "H", "H", "H", "H", "H"],
  "coordinates": [[1.83203, -1.31036, -3.46504], [-0.02350, 1.51023, -1.56837], [-0.28399, 1.51996, -0.36431], [0.83494, 0.62977, -1.98983], [-0.56478, 2.21852, -2.37974], [5.39154, -0.77264, -2.27536], [4.04751, -0.99543, -1.87973], [3.99276, -1.62063, -0.59936], [2.56635, -1.85510, -0.12371], [1.92553, -2.77640, -1.07954], [0.58046, -3.21148, -0.70765], [-0.50326, -2.19492, -0.99322], [-0.53464, -1.90399, -2.39905], [-1.76769, -1.33436, -2.81885], [5.93941, -1.71750, -2.35634], [5.90893, -0.12889, -1.56088], [5.40169, -0.26834, -3.24084], [4.55054, -1.07263, 0.16504], [4.49541, -2.60056, -0.67417], [2.05992, -0.89102, -0.03060], [2.64350, -2.31681, 0.86739], [2.53711, -3.57983, -1.18338], [0.55099, -3.44192, 0.36738], [0.28143, -4.14605, -1.18730], [-0.37914, -1.26489, -0.42757], [-1.47493, -2.62756, -0.73936], [-1.66754, -1.02460, -3.86215], [-1.99264, -0.42101, -2.25889], [-2.58157, -2.05535, -2.73661], [-3.38188, 2.47438, -0.77502], [-3.50876, 2.93062, -2.08503], [-4.63101, 2.36203, -2.71645], [-4.76802, 2.85842, -4.12643], [-3.52468, 2.73092, -4.87789], [-3.69302, 3.11187, -6.28278], [-4.11901, 4.54376, -6.48735], [-3.30758, 5.38908, -5.70812], [-3.48249, 6.74045, -6.05062], [-4.32900, 2.54056, -0.21244], [-2.70882, 3.12982, -0.22055], [-2.98888, 1.45126, -0.70734], [-5.52916, 2.59033, -2.12715], [-4.53473, 1.25792, -2.72507], [-5.10732, 3.89254, -4.15206], [-5.56634, 2.25144, -4.60015], [-3.25790, 1.75182, -4.87912], [-4.43365, 2.45701, -6.77972], [-2.74328, 2.94793, -6.79832], [-5.17545, 4.69788, -6.22927], [-3.98733, 4.77886, -7.55387], [-2.90081, 7.34635, -5.35925], [-4.53334, 7.05517, -5.97361], [-3.14323, 6.94935, -7.07495], [-1.82146, 0.04949, 2.17396], [-2.43567, -1.19694, 1.96564], [-1.68771, -2.24631, 2.53693], [-2.48871, -3.52820, 2.39936], [-1.74571, -4.65057, 2.93435], [-2.52654, -5.87584, 3.00075], [-1.74939, -6.98067, 3.64140], [-0.70635, -7.35262, 2.77755], [0.18197, -8.25301, 3.38129], [-0.76581, 0.05878, 1.86778], [-1.84392, 0.34837, 3.23140], [-2.34079, 0.80821, 1.59481], [-1.48705, -2.06464, 3.59779], [-0.73054, -2.31644, 1.98952], [-2.80619, -3.66420, 1.35192], [-3.40309, -3.39966, 2.98356], [-0.93193, -4.83426, 2.35686], [-2.87368, -6.22334, 2.01264], [-3.42541, -5.69828, 3.59629], [-2.43001, -7.83138, 3.81190], [-1.38163, -6.64990, 4.62079], [0.70095, -7.81032, 4.24410], [0.94007, -8.54610, 2.65707], [-0.33284, -9.15490, 3.73914], [4.37042, 2.60076, -0.56250], [3.69820, 2.84149, 0.64285], [2.91431, 1.72466, 1.02213], [2.23522, 2.03244, 2.32509], [3.17928, 1.91566, 3.43677], [2.67003, 2.52399, 4.65188], [3.69242, 2.42987, 5.76698], [4.90640, 2.99018, 5.30454], [5.86123, 3.12352, 6.33073], [5.07828, 3.40387, -0.74085], [3.62626, 2.52764, -1.36909], [4.90927, 1.64157, -0.50705], [3.51925, 0.80741, 1.09953], [2.13631, 1.57879, 0.25756], [1.37835, 1.36127, 2.43382], [1.83321, 3.05447, 2.24824], [3.99972, 2.45877, 3.17571], [1.79556, 1.95623, 4.99650], [2.34619, 3.56954, 4.54125], [3.84335, 1.38554, 6.06550], [3.33220, 3.01650, 6.62357], [6.76887, 3.51455, 5.87934], [6.07211, 2.15582, 6.80413], [5.51432, 3.81225, 7.11121]],
  "charge": 1,
  "homo_lumo_gap_ha": 0.2264
}

***

<Q>
{
  "formula": "C24H60BaN5O11",
  "method": "wB97M-V/def2-TZVPD",
  "species": ["Ba", "N", "O", "O", "O", "C", "O", "C", "C", "N", "C", "C", "O", "C", "H", "H", "H", "H", "H", "H", "H", "H", "H", "H", "H", "H", "H", "H", "H", "C", "O", "C", "C", "N", "C", "C", "O", "C", "H", "H", "H", "H", "H", "H", "H", "H", "H", "H", "H", "H", "H", "H", "H", "C", "O", "C", "C", "N", "C", "C", "O", "C", "H", "H", "H", "H", "H", "H", "H", "H", "H", "H", "H", "H", "H", "H", "H", "C", "O", "C", "C", "N", "C", "C", "O", "C", "H", "H", "H", "H", "H", "H", "H", "H", "H", "H", "H", "H", "H", "H", "H"],
  "coordinates": [[1.26774, -3.52532, -1.91477], [-0.17542, -0.76384, 0.34389], [-0.31054, -0.71909, 1.53128], [0.44604, -1.68195, -0.18092], [-0.63158, 0.13661, -0.34276], [4.54064, -3.29498, -0.69909], [3.20491, -3.51941, -0.21086], [3.10982, -4.27288, 1.02853], [1.65041, -4.69019, 1.32730], [1.06567, -5.46919, 0.22694], [-0.33074, -5.86611, 0.37963], [-1.36976, -4.71021, 0.26994], [-1.27360, -4.06868, -1.00308], [-2.33009, -3.14036, -1.33165], [4.52901, -3.00150, -1.74878], [5.15209, -4.19393, -0.77721], [4.97235, -2.59299, 0.01430], [3.60708, -3.74087, 1.83958], [3.67717, -5.18264, 0.83223], [1.10881, -3.74978, 1.42927], [1.64267, -5.20427, 2.28842], [1.63826, -6.26754, -0.00735], [-0.38558, -6.38861, 1.33466], [-0.65695, -6.58152, -0.37528], [-1.33072, -3.89300, 0.99018], [-2.34805, -5.13705, 0.49102], [-2.35038, -3.09394, -2.42047], [-2.15379, -2.09867, -1.06352], [-3.30852, -3.52406, -1.04258], [-0.86164, 2.51814, 2.31959], [-0.42570, 2.56186, 0.96628], [1.03672, 2.74027, 0.87062], [1.48392, 2.50076, -0.58910], [0.70383, 3.31742, -1.49791], [1.29263, 3.04445, -2.83445], [0.67524, 3.79636, -4.03422], [-0.63191, 3.36829, -4.09770], [-1.09377, 3.40717, -5.43274], [-0.45529, 3.34359, 2.90407], [-0.48142, 1.62495, 2.81531], [-1.94208, 2.50697, 2.46323], [1.54367, 2.00157, 1.49145], [1.15553, 3.75594, 1.24799], [1.41588, 1.44621, -0.85630], [2.52984, 2.80758, -0.59202], [0.99510, 4.27615, -1.37099], [1.23034, 1.96572, -2.97782], [2.37305, 3.17522, -2.89517], [1.29403, 3.57439, -4.90365], [0.70055, 4.87898, -3.91009], [-0.38553, 2.91568, -6.09978], [-1.21977, 4.41892, -5.81819], [-2.06747, 2.91726, -5.43653], [-3.58126, 0.02836, 1.31800], [-3.91726, 0.73308, 0.08125], [-5.01268, -0.05728, -0.52083], [-5.39214, 0.51493, -1.92559], [-4.19989, 0.60029, -2.72353], [-4.45339, 0.96582, -4.11095], [-4.78267, 2.50491, -4.23966], [-3.68690, 3.25430, -3.71827], [-3.68948, 4.64157, -4.14801], [-4.49405, -0.08507, 1.90284], [-2.91321, 0.53618, 2.01364], [-3.22756, -0.99529, 1.19500], [-5.90743, -0.01521, 0.10025], [-4.65377, -1.08418, -0.58982], [-5.87675, 1.47130, -1.72909], [-6.10904, -0.12590, -2.43890], [-4.08247, -0.39985, -2.80123], [-5.19972, 0.33763, -4.59724], [-3.59759, 0.77835, -4.75946], [-5.72486, 2.79035, -3.77179], [-4.82214, 2.72950, -5.30554], [-4.63485, 5.15047, -3.95990], [-3.66852, 4.66399, -5.23758], [-2.90616, 5.23943, -3.68211], [5.29938, 2.19489, 1.97140], [5.50403, 1.32151, 3.09258], [5.38971, -0.02793, 2.66033], [4.02898, -0.58274, 2.35124], [3.39405, -0.79686, 3.62398], [1.95633, -0.75117, 3.52726], [1.33031, -0.85442, 4.92547], [1.37375, 0.39475, 5.57221], [0.76659, 0.38542, 6.83310], [4.24763, 2.09517, 1.70307], [5.93782, 1.98605, 1.11298], [5.53859, 3.18299, 2.36451], [5.80012, -0.50905, 3.54813], [6.06737, -0.18554, 1.82126], [3.97295, -1.56555, 1.88322], [3.50452, 0.13021, 1.71504], [3.71834, 0.02240, 4.11769], [1.61507, -1.62480, 2.97192], [1.54196, 0.09859, 2.98476], [1.85476, -1.60397, 5.51811], [0.31081, -1.22541, 4.82022], [0.72869, 1.40739, 7.21024], [1.32522, -0.17244, 7.58465], [-0.19585, -0.12481, 6.79478]],
  "charge": 1,
  "homo_lumo_gap_ha": 0.2193
}

***

Most stable structure: <P>